A cluster of 14 separate species, C43H121N7O14 in total in a non-equilibrium geometry. Source: OMol25; level of theory: ωB97M-V/def2-TZVPD.

## Properties
LUMO: 0.41 eV
DFT total energy: -85643.1076 eV

Last column: Löwdin charge in e.
Atoms and positions in Å:
C  18.361  15.851  11.774  -0.0695
C  19.561  14.935  12.076  -0.4129
C  19.228  13.786  12.987  -0.1926
O  18.489  14.341  14.114  -0.2123
C  17.867  13.385  15.024  -0.0737
N  20.067  14.349  10.790  0.0255
H  18.518  16.516  10.932  0.0705
H  17.988  16.429  12.591  0.0340
H  17.471  15.250  11.449  0.0939
H  20.277  15.638  12.527  0.1431
H  20.134  13.284  13.225  0.1101
H  18.606  13.112  12.382  0.1237
H  17.146  14.038  15.527  0.0749
H  18.522  12.892  15.713  0.0556
H  17.350  12.597  14.454  0.0919
H  19.334  14.049  10.158  0.0680
H  20.837  14.872  10.378  0.0694
C  17.472  21.816  18.142  -0.0518
C  16.659  22.622  19.161  -0.4556
C  17.084  22.222  20.526  -0.2741
O  16.908  20.887  20.902  -0.1881
C  15.582  20.342  20.676  -0.0739
N  16.939  24.082  19.031  0.0408
H  17.138  20.761  18.180  0.0686
H  18.579  21.735  18.313  0.1014
H  17.196  22.112  17.140  0.0497
H  15.580  22.434  19.016  0.1152
H  16.542  22.821  21.290  0.1114
H  18.147  22.520  20.589  0.1349
H  15.417  20.294  19.584  0.0711
H  14.806  20.968  21.148  0.0610
H  15.640  19.340  21.120  0.0921
H  16.710  24.560  19.872  0.0368
H  17.940  24.297  18.865  0.0848
C  11.193  23.313  20.235  -0.0607
C  12.563  22.803  20.571  -0.4755
C  13.519  23.846  21.139  -0.2033
O  13.215  23.976  22.513  -0.1745
C  14.028  24.885  23.229  -0.0881
N  12.577  21.630  21.446  0.0494
H  10.505  22.491  19.958  0.0602
H  11.266  24.110  19.463  0.0895
H  10.789  23.745  21.215  0.1071
H  12.953  22.455  19.616  0.1169
H  13.587  24.719  20.489  0.1270
H  14.567  23.374  20.929  0.1119
H  13.732  25.863  23.000  0.0714
H  15.111  24.689  23.101  0.0945
H  13.937  24.654  24.269  0.0784
H  11.936  21.938  22.197  0.0759
H  12.026  20.861  21.028  0.0484
C  13.593  22.369  16.177  -0.0438
C  14.306  22.386  14.797  -0.4129
C  14.657  23.839  14.505  -0.1897
O  13.468  24.683  14.413  -0.1899
C  13.713  26.062  14.635  -0.1177
N  15.551  21.601  14.965  0.0522
H  13.617  21.342  16.534  0.0511
H  12.551  22.675  16.123  0.0690
H  14.133  23.055  16.858  0.0814
H  13.649  22.035  14.068  0.1018
H  15.227  23.864  13.575  0.1208
H  15.285  24.104  15.400  0.1297
H  13.555  26.405  15.692  0.0931
H  12.937  26.651  14.206  0.0645
H  14.718  26.287  14.283  0.0840
H  15.959  21.191  14.106  0.0875
H  15.403  20.770  15.519  0.0395
C  10.851  20.445  25.329  -0.0839
C  10.830  19.562  24.154  -0.4409
C  11.702  18.378  24.478  -0.1907
O  11.566  17.323  23.514  -0.2122
C  12.206  16.087  23.841  -0.0954
N  9.407  19.346  23.769  0.0537
H  10.278  21.376  25.388  0.0871
H  11.919  20.769  25.578  0.1129
H  10.523  19.914  26.207  0.0722
H  11.249  19.964  23.223  0.1192
H  11.311  17.958  25.395  0.1216
H  12.732  18.718  24.549  0.1361
H  11.676  15.192  23.391  0.1079
H  12.309  15.901  24.917  0.0836
H  13.195  16.117  23.443  0.0663
H  9.331  18.572  23.141  0.0581
H  8.832  19.123  24.587  0.0927
C  12.111  19.464  18.782  -0.0263
C  11.325  18.197  19.134  -0.3685
C  12.033  16.928  19.233  -0.1776
O  12.560  16.604  17.904  -0.1937
C  12.921  15.237  17.764  -0.1081
N  10.593  18.410  20.436  0.0792
H  12.561  19.581  17.761  0.0804
H  12.900  19.640  19.503  0.0597
H  11.521  20.372  18.761  0.0553
H  10.547  18.014  18.342  0.1340
H  11.381  16.133  19.586  0.1180
H  12.894  16.962  19.894  0.1345
H  13.260  15.108  16.758  0.0649
H  12.119  14.526  17.901  0.0687
H  13.750  14.901  18.424  0.0944
H  9.805  17.763  20.428  0.0554
H  11.091  18.040  21.216  0.0541
C  6.844  22.239  18.689  -0.0260
C  7.250  21.185  17.594  -0.4083
C  8.675  20.696  17.715  -0.1445
O  8.999  19.887  16.486  -0.2179
C  9.819  20.670  15.656  -0.1203
N  6.294  20.110  17.579  0.0461
H  7.074  23.255  18.369  0.0752
H  7.295  22.152  19.638  0.0368
H  5.790  22.074  18.908  0.0717
H  7.252  21.698  16.583  0.1433
H  8.821  20.014  18.575  0.0972
H  9.416  21.509  17.768  0.1142
H  9.163  21.341  15.102  0.0851
H  10.291  19.948  14.885  0.1034
H  10.644  21.141  16.169  0.0586
H  6.521  19.466  16.859  0.0666
H  5.341  20.365  17.437  0.0790
O  8.669  20.435  21.109  -0.1292
H  8.744  20.344  22.080  0.0138
H  9.426  19.840  20.769  0.0191
O  7.051  18.457  20.001  -0.0529
H  7.569  19.178  20.353  -0.0090
H  6.499  18.793  19.299  0.0183
C  17.647  11.310  17.887  -0.0712
C  17.125  11.044  19.323  -0.4483
C  17.341  12.252  20.212  -0.0588
O  15.696  10.805  19.244  -0.0500
H  17.432  10.522  17.123  0.0893
H  18.777  11.488  17.915  0.1055
H  17.148  12.165  17.510  0.0409
H  17.498  10.069  19.725  0.1426
H  18.405  12.541  20.252  0.0886
H  16.960  12.135  21.230  0.0824
H  16.847  13.130  19.865  0.0624
H  15.553  10.205  18.582  0.0207
C  12.568  11.917  15.775  -0.0634
C  11.942  10.768  16.552  -0.5353
C  11.629  11.153  17.996  -0.0622
O  10.725  10.484  15.958  -0.0237
H  12.702  11.728  14.727  0.0642
H  13.587  12.241  16.105  0.0845
H  11.934  12.814  15.919  0.0819
H  12.604  9.840  16.638  0.1493
H  10.997  12.077  18.030  0.0798
H  12.579  11.291  18.524  0.0718
H  10.965  10.347  18.460  0.1036
H  10.833  10.375  15.047  0.0594
C  7.657  14.623  18.458  -0.0366
C  8.573  15.824  18.692  -0.4752
C  8.184  16.900  17.708  -0.0747
O  8.484  16.297  20.035  -0.0872
H  7.954  13.713  18.895  0.0552
H  7.697  14.489  17.346  0.0957
H  6.694  14.963  18.765  0.0742
H  9.654  15.641  18.540  0.1195
H  8.388  16.661  16.659  0.0932
H  8.692  17.809  17.967  0.0330
H  7.085  17.036  17.729  0.0905
H  7.749  16.917  20.122  0.0295
C  16.710  17.362  15.046  -0.0375
C  15.664  16.968  16.092  -0.4907
C  16.339  16.732  17.440  -0.0333
O  14.736  18.031  16.133  -0.0765
H  17.512  16.627  14.956  0.0654
H  17.141  18.298  15.231  0.0648
H  16.331  17.428  14.037  0.0583
H  15.169  16.080  15.759  0.1090
H  15.658  16.123  18.077  0.0644
H  16.662  17.655  17.899  0.0734
H  17.263  16.061  17.290  0.1021
H  14.034  17.851  16.787  0.0694
C  13.443  17.939  12.196  -0.0374
C  12.350  18.252  13.241  -0.4645
C  12.267  17.106  14.197  -0.0604
O  12.574  19.537  13.855  -0.0533
H  13.508  18.658  11.413  0.0665
H  13.131  17.078  11.668  0.0651
H  14.399  17.887  12.655  0.0551
H  11.372  18.273  12.742  0.1369
H  13.259  16.991  14.670  0.0641
H  11.957  16.149  13.789  0.0902
H  11.633  17.391  15.009  0.0710
H  13.177  19.343  14.582  0.0609

Cartesian forces (eV/Å) of the 3 atoms listed first:
-1.39 -1.22 -0.70
-0.42 1.19 -1.82
-1.64 1.13 0.28